[1]
{
  "formula": "C28H36AsFeN3OS6Se",
  "method": "wB97M-V/def2-TZVPD",
  "species": ["Fe", "C", "C", "C", "C", "C", "C", "C", "C", "N", "H", "H", "H", "H", "H", "H", "C", "As", "C", "C", "H", "H", "H", "H", "H", "H", "H", "H", "H", "C", "N", "C", "C", "N", "C", "C", "Se", "H", "H", "H", "H", "H", "H", "H", "H", "C", "C", "C", "C", "C", "C", "C", "S", "C", "O", "H", "H", "H", "H", "H", "H", "H", "H", "H", "H", "C", "S", "C", "C", "S", "S", "C", "S", "S", "H", "H", "H"],
  "positions_angstrom": [[-0.688, 0.067, -0.173], [-1.387, 1.554, -1.719], [-2.811, 1.552, -2.008], [-3.716, 2.129, -1.111], [-5.075, 2.089, -1.350], [-5.558, 1.476, -2.505], [-4.671, 0.930, -3.431], [-3.312, 0.968, -3.178], [-6.991, 1.401, -2.740], [-8.124, 1.318, -2.917], [-1.012, 2.308, -1.023], [-0.708, 1.285, -2.525], [-3.333, 2.597, -0.211], [-5.773, 2.534, -0.651], [-5.056, 0.490, -4.343], [-2.618, 0.550, -3.901], [5.282, 0.212, 0.982], [3.787, -1.033, 0.774], [3.608, -0.894, -1.181], [4.867, -2.677, 0.848], [6.106, -0.075, 0.326], [5.620, 0.178, 2.018], [4.971, 1.231, 0.748], [3.454, -1.886, -1.610], [4.511, -0.464, -1.618], [2.757, -0.264, -1.439], [5.287, -2.922, -0.129], [4.269, -3.517, 1.201], [5.688, -2.523, 1.548], [-4.818, -1.821, 3.053], [-4.591, -2.300, 1.682], [-5.326, -3.305, 1.069], [-4.864, -3.408, -0.185], [-3.857, -2.458, -0.329], [-3.167, -2.248, -1.599], [-3.701, -1.779, 0.818], [-2.548, -0.410, 1.369], [-5.408, -2.567, 3.578], [-5.351, -0.874, 3.037], [-3.863, -1.687, 3.551], [-6.102, -3.847, 1.583], [-5.158, -4.058, -0.993], [-3.901, -2.070, -2.378], [-2.560, -3.117, -1.841], [-2.530, -1.385, -1.520], [-2.078, -3.026, 5.192], [-1.333, -3.028, 3.880], [-1.720, -3.864, 2.832], [-1.047, -3.860, 1.621], [0.038, -3.008, 1.458], [0.457, -2.173, 2.494], [-0.234, -2.189, 3.693], [0.857, -2.751, -0.076], [0.465, -4.214, -0.962], [0.010, -1.680, -0.812], [-2.953, -3.677, 5.160], [-2.405, -2.015, 5.450], [-1.435, -3.371, 6.006], [-2.559, -4.539, 2.969], [-1.380, -4.519, 0.829], [1.309, -1.514, 2.351], [0.087, -1.537, 4.499], [-0.615, -4.346, -1.018], [0.951, -5.057, -0.465], [0.881, -4.078, -1.960], [-1.629, 5.434, 1.211], [-0.997, 3.747, 1.381], [0.441, 3.774, 0.357], [1.195, 2.689, 0.183], [0.928, 1.135, 0.987], [2.573, 2.872, -0.877], [2.364, 4.546, -1.254], [3.352, 5.405, -2.213], [0.949, 5.212, -0.493], [-2.503, 5.477, 1.860], [-1.932, 5.652, 0.190], [-0.903, 6.167, 1.560]],
  "spin_multiplicity": 6,
  "total_energy_ev": -261714.82477,
  "e_lumo_ha": [-0.09685, -0.16115],
  "homo_lumo_gap_ev": [6.98, 5.29],
  "charge": 1,
  "e_above_lowest_kcal_mol": 19.7,
  "e_homo_ev": [-9.6, -9.7]
}

***

[2]
{
  "formula": "C28H36BaN4O2P2",
  "method": "wB97M-V/def2-TZVPD",
  "species": ["Ba", "C", "C", "C", "C", "C", "C", "C", "C", "C", "H", "H", "H", "H", "H", "H", "H", "H", "H", "H", "H", "H", "H", "H", "H", "P", "P", "N", "N", "N", "N", "C", "C", "C", "C", "C", "C", "C", "C", "C", "C", "C", "C", "C", "C", "C", "C", "C", "C", "H", "H", "H", "H", "H", "H", "H", "H", "H", "H", "H", "H", "H", "H", "H", "H", "H", "H", "H", "H", "O", "C", "O", "H"],
  "positions_angstrom": [[-0.779, -2.317, 6.227], [-1.339, 2.158, 4.700], [-1.640, 1.258, 3.765], [-0.902, 0.995, 2.496], [0.294, 0.018, 2.553], [1.358, 0.251, 3.565], [1.675, 1.375, 4.207], [1.076, 2.704, 3.915], [-0.168, 3.087, 4.737], [1.772, -1.649, 6.747], [-2.010, 2.276, 5.556], [-2.566, 0.673, 3.843], [-0.632, 1.948, 2.006], [-1.642, 0.520, 1.822], [-0.109, -1.011, 2.670], [0.748, 0.060, 1.543], [1.977, -0.634, 3.716], [2.488, 1.372, 4.945], [0.885, 2.800, 2.837], [1.838, 3.447, 4.192], [0.105, 3.231, 5.799], [-0.487, 4.076, 4.356], [1.632, -1.259, 7.774], [2.604, -1.083, 6.302], [2.042, -2.725, 6.790], [1.361, -1.189, -2.733], [-1.694, -0.665, -2.372], [2.805, -0.184, -2.686], [2.112, -2.429, -3.767], [-1.950, 1.065, -2.188], [-3.352, -1.026, -2.830], [0.494, -0.270, -4.080], [-1.001, -0.579, -4.083], [3.209, 0.471, -1.513], [4.258, 1.330, -1.811], [4.504, 1.226, -3.224], [3.588, 0.310, -3.735], [2.270, -3.743, -3.314], [2.753, -4.530, -4.353], [2.892, -3.680, -5.499], [2.484, -2.406, -5.114], [-1.734, 1.664, -0.941], [-1.857, 3.043, -1.068], [-2.131, 3.317, -2.451], [-2.167, 2.091, -3.112], [-4.257, -0.323, -3.636], [-5.363, -1.132, -3.888], [-5.119, -2.398, -3.243], [-3.882, -2.311, -2.622], [0.919, -0.510, -5.057], [0.667, 0.797, -3.920], [-1.543, 0.134, -4.710], [-1.175, -1.571, -4.514], [2.701, 0.246, -0.587], [4.787, 1.961, -1.110], [5.262, 1.760, -3.786], [3.436, -0.020, -4.748], [2.013, -3.980, -2.290], [2.985, -5.582, -4.301], [3.253, -3.965, -6.480], [2.428, -1.504, -5.705], [-1.513, 1.036, -0.093], [-1.767, 3.766, -0.268], [-2.287, 4.294, -2.896], [-2.331, 1.889, -4.160], [-4.048, 0.680, -3.961], [-6.239, -0.863, -4.464], [-5.772, -3.259, -3.248], [-3.309, -3.029, -2.058], [-1.629, 0.657, 9.546], [-1.236, -0.342, 8.945], [-1.169, -0.516, 7.618], [-0.879, -1.302, 9.447]],
  "total_energy_ev": -58943.23237,
  "e_lumo_ha": -0.04005,
  "homo_lumo_gap_ev": 5.74,
  "e_above_lowest_kcal_mol": 0.0,
  "e_homo_ev": -6.8
}

***

[3]
{
  "formula": "C28H36F6N6O3PRuSb",
  "method": "wB97M-V/def2-TZVPD",
  "species": ["Ru", "C", "N", "C", "C", "C", "C", "C", "C", "N", "C", "C", "C", "C", "C", "C", "N", "C", "C", "C", "C", "C", "N", "H", "H", "H", "H", "H", "H", "H", "H", "H", "H", "H", "H", "H", "H", "H", "H", "H", "H", "F", "Sb", "F", "F", "F", "F", "F", "C", "C", "O", "C", "C", "C", "C", "C", "C", "H", "H", "H", "H", "H", "H", "H", "H", "N", "C", "P", "O", "O", "C", "N", "H", "H", "H", "H", "H", "H", "H", "H", "H", "H"],
  "positions_angstrom": [[12.586, 8.225, 11.479], [12.855, 5.986, 9.473], [11.672, 6.430, 10.347], [10.505, 7.093, 9.674], [9.752, 8.158, 10.586], [8.461, 8.574, 10.353], [7.882, 9.614, 11.061], [8.565, 10.070, 12.139], [9.916, 9.733, 12.298], [10.513, 8.830, 11.529], [11.137, 5.367, 11.261], [11.276, 5.707, 12.745], [10.881, 4.824, 13.742], [11.029, 5.224, 15.065], [11.611, 6.441, 15.433], [11.996, 7.235, 14.404], [11.861, 6.927, 13.122], [14.065, 6.045, 10.349], [15.191, 5.288, 9.986], [16.364, 5.404, 10.713], [16.435, 6.279, 11.778], [15.276, 7.007, 12.032], [14.142, 6.972, 11.300], [12.873, 6.746, 8.618], [12.793, 4.968, 9.032], [9.658, 6.388, 9.358], [10.992, 7.483, 8.770], [7.896, 8.122, 9.515], [6.919, 9.863, 10.773], [8.007, 10.774, 12.799], [10.411, 10.125, 13.147], [11.666, 4.418, 11.117], [10.070, 5.221, 11.057], [10.439, 3.805, 13.509], [10.723, 4.554, 15.823], [11.612, 6.769, 16.522], [12.484, 8.182, 14.701], [15.120, 4.651, 9.075], [17.290, 4.891, 10.322], [17.299, 6.526, 12.428], [15.243, 7.838, 12.820], [12.981, 9.401, 10.212], [9.592, 12.524, 7.601], [10.355, 11.763, 9.058], [8.088, 11.794, 6.826], [10.788, 13.779, 7.162], [8.511, 13.586, 8.665], [10.462, 11.155, 6.646], [14.892, 10.170, 15.057], [14.559, 10.484, 13.594], [13.801, 9.843, 12.896], [15.335, 11.640, 12.975], [16.262, 12.479, 13.609], [16.983, 13.524, 12.992], [16.746, 13.857, 11.626], [15.999, 12.881, 10.995], [15.193, 11.945, 11.559], [15.804, 10.623, 15.419], [14.826, 9.100, 15.212], [14.122, 10.458, 15.801], [16.501, 12.423, 14.697], [17.618, 14.138, 13.605], [17.132, 14.674, 10.910], [15.878, 13.231, 9.980], [14.366, 11.574, 10.926], [5.110, 15.101, 7.812], [5.130, 13.685, 8.520], [5.692, 14.096, 10.290], [6.451, 15.412, 10.126], [6.233, 12.837, 10.872], [4.185, 14.625, 11.193], [4.771, 15.616, 12.130], [4.961, 15.022, 6.764], [5.921, 15.510, 8.147], [4.323, 15.631, 8.218], [6.048, 13.203, 8.115], [4.313, 13.122, 8.242], [3.695, 13.800, 11.704], [3.429, 15.192, 10.655], [5.729, 15.915, 11.747], [4.832, 15.329, 13.093], [4.178, 16.431, 12.253]],
  "spin_multiplicity": 5,
  "total_energy_ev": -79379.06295,
  "e_lumo_ha": [-0.41390, -0.51314],
  "homo_lumo_gap_ev": [6.24, 3.25],
  "charge": 4,
  "e_above_lowest_kcal_mol": 15.1,
  "e_homo_ev": [-17.5, -17.2]
}